# 1
Here is a molecular structure, C15H25F3O15S2 at a distorted geometry from the Open Molecules 2025 dataset. Energies are from the ωB97M-V functional and the def2-TZVPD basis.

Structure (ORCA input):
```
! wB97M-V def2-TZVPD RIJCOSX def2/J DEFGRID3
* xyz 0 1
O 25.36 15.63 7.92
S 26.16 16.20 6.86
O 26.13 17.65 6.56
O 27.70 15.74 7.03
C 28.04 14.36 7.21
C 29.10 14.11 6.12
C 25.78 15.27 5.29
H 27.24 13.62 7.13
H 28.29 14.26 8.27
H 29.90 14.84 6.21
H 28.54 14.05 5.18
H 29.51 13.10 6.11
H 25.87 14.21 5.51
H 26.45 15.51 4.47
H 24.73 15.38 5.02
O 26.52 18.73 3.13
S 26.12 18.69 1.70
O 27.05 19.02 0.61
O 25.41 17.16 1.30
C 25.94 16.03 2.08
C 25.05 16.01 3.39
C 24.64 19.68 1.47
H 27.03 16.04 2.11
H 25.88 15.11 1.50
H 23.99 16.07 3.14
H 25.31 16.75 4.14
H 25.18 15.03 3.85
H 24.04 19.21 0.69
H 24.91 20.69 1.15
H 24.07 19.53 2.39
C 28.03 19.79 4.29
C 27.63 19.50 5.65
O 26.50 20.29 5.88
C 26.73 21.43 5.23
O 26.18 22.56 5.50
O 27.65 21.21 4.34
F 28.63 19.93 6.48
H 27.51 19.21 3.53
H 29.10 19.76 4.10
H 27.37 18.46 5.84
C 28.49 16.56 0.80
C 29.57 15.64 0.47
O 29.20 14.57 1.41
C 28.72 15.14 2.49
O 28.60 14.63 3.59
O 28.32 16.35 2.14
F 30.79 16.12 0.75
H 27.67 16.31 0.13
H 28.78 17.61 0.80
H 29.57 15.34 -0.58
C 27.80 20.50 -0.17
C 28.97 19.66 0.25
O 29.80 20.58 1.03
C 29.37 21.87 0.75
O 29.83 22.92 1.23
O 28.36 21.83 -0.05
F 29.62 19.19 -0.83
H 26.85 20.35 0.35
H 27.48 20.27 -1.19
H 28.57 18.86 0.88
*
```

E_LUMO = -0.424 eV
frontier orbital gap = 9.25 eV
molecular weight = 566.5 g mol⁻¹
E = -76478.788 eV

Results of the Mulliken charge analysis, in e, for atoms 1 through 6: O -0.693; S 1.129; O -0.607; O -0.302; C -0.424; C -0.842

# 2
Here is 16 unconnected molecules or ions with the total composition C32H96O16S16 at a distorted geometry from the Open Molecules 2025 dataset. Energies are from the ωB97M-V functional and the def2-TZVPD basis.

Structure (ORCA input):
```
! wB97M-V def2-TZVPD RIJCOSX def2/J DEFGRID3
* xyz 0 1
C 16.49 15.66 10.94
S 15.64 17.25 11.33
O 15.79 18.05 10.07
C 13.85 16.80 11.37
H 17.52 15.86 10.68
H 16.05 15.20 10.05
H 16.45 14.85 11.67
H 13.70 16.10 12.20
H 13.59 16.23 10.47
H 13.23 17.70 11.47
C 17.22 17.79 16.24
S 15.59 17.95 17.20
O 15.81 18.87 18.39
C 14.67 19.00 15.90
H 17.64 18.79 16.19
H 16.95 17.48 15.23
H 17.88 17.16 16.84
H 13.61 19.16 16.12
H 14.70 18.48 14.94
H 15.13 19.98 15.85
C 22.31 16.51 19.28
S 21.63 18.24 18.98
O 20.38 18.43 19.89
C 20.90 17.90 17.24
H 22.89 16.22 18.41
H 21.48 15.83 19.50
H 23.04 16.44 20.08
H 20.40 16.93 17.23
H 21.76 17.74 16.59
H 20.09 18.59 17.00
C 20.31 11.94 19.79
S 21.63 12.93 18.92
O 22.38 11.81 18.23
C 20.52 13.67 17.69
H 19.70 11.64 18.94
H 19.69 12.41 20.56
H 20.78 11.04 20.18
H 20.26 12.93 16.94
H 21.01 14.40 17.04
H 19.57 14.12 17.99
C 20.20 13.33 14.36
S 19.22 14.74 13.74
O 19.60 15.92 14.67
C 20.09 14.98 12.06
H 21.01 13.65 15.01
H 20.55 12.69 13.55
H 19.60 12.61 14.91
H 19.83 14.21 11.33
H 21.17 15.06 12.18
H 19.70 15.88 11.60
C 11.18 17.43 15.23
S 9.40 17.72 14.75
O 9.00 16.69 13.70
C 8.77 17.10 16.45
H 11.92 17.52 14.43
H 11.37 16.44 15.65
H 11.48 18.21 15.93
H 9.01 16.05 16.61
H 7.68 17.16 16.45
H 9.15 17.62 17.33
C 15.37 9.80 11.33
S 16.88 10.87 11.27
O 16.27 12.20 10.89
C 17.16 10.95 13.07
H 14.90 9.95 10.36
H 14.58 10.12 12.01
H 15.61 8.74 11.39
H 17.90 10.31 13.55
H 16.25 10.69 13.62
H 17.53 11.95 13.29
C 15.15 11.17 19.01
S 14.36 10.37 20.49
O 14.17 8.88 20.18
C 15.77 10.52 21.73
H 14.70 10.92 18.06
H 16.15 10.73 19.04
H 15.18 12.26 19.10
H 15.83 11.55 22.07
H 16.68 10.00 21.42
H 15.30 10.01 22.58
C 11.01 14.14 18.14
S 12.11 14.51 19.60
O 13.15 13.38 19.64
C 12.96 16.03 18.95
H 11.46 14.24 17.15
H 10.28 14.94 18.15
H 10.51 13.19 18.31
H 13.96 16.12 19.39
H 12.36 16.93 19.09
H 13.14 15.94 17.88
C 18.66 15.70 20.36
S 17.09 15.19 19.59
O 17.26 13.74 19.16
C 16.06 15.09 21.15
H 18.46 16.56 21.00
H 19.30 16.00 19.53
H 18.97 14.80 20.90
H 16.55 14.55 21.97
H 15.07 14.66 21.02
H 15.86 16.11 21.47
C 13.60 12.65 15.74
S 14.43 13.92 14.72
O 13.45 15.11 14.70
C 15.71 14.55 16.01
H 14.28 11.80 15.77
H 12.59 12.40 15.43
H 13.55 13.12 16.72
H 16.59 13.93 16.17
H 15.26 14.64 17.00
H 16.06 15.53 15.71
C 10.59 13.80 13.18
S 9.35 12.56 12.56
O 10.08 11.73 11.50
C 9.44 11.62 14.15
H 10.88 14.41 12.32
H 11.43 13.29 13.65
H 10.19 14.59 13.81
H 8.61 10.91 14.12
H 9.16 12.30 14.96
H 10.45 11.25 14.31
C 15.69 7.33 16.94
S 15.81 8.55 15.57
O 16.00 9.89 16.17
C 14.15 8.38 14.88
H 14.83 6.66 17.00
H 15.70 7.95 17.84
H 16.57 6.70 16.99
H 14.09 7.35 14.50
H 14.09 9.06 14.03
H 13.37 8.64 15.59
C 21.47 8.83 16.63
S 20.38 10.14 15.87
O 20.01 9.54 14.54
C 18.83 10.07 16.82
H 22.44 8.82 16.14
H 21.00 7.86 16.43
H 21.76 9.01 17.67
H 18.11 10.84 16.55
H 19.06 9.95 17.88
H 18.29 9.16 16.57
C 11.20 10.14 18.90
S 10.40 10.51 17.25
O 11.30 9.94 16.14
C 8.94 9.48 17.51
H 11.29 9.07 19.03
H 10.58 10.60 19.68
H 12.21 10.55 18.99
H 8.18 9.65 16.74
H 8.65 9.62 18.55
H 9.39 8.50 17.39
C 12.00 12.21 8.44
S 13.38 13.36 8.66
O 12.93 14.77 8.43
C 13.47 13.29 10.48
H 11.20 12.18 9.19
H 12.35 11.18 8.32
H 11.45 12.43 7.53
H 14.25 13.92 10.92
H 13.72 12.27 10.78
H 12.49 13.48 10.91
*
```

E_LUMO = -0.098 eV
frontier orbital gap = 8.14 eV
molecular weight = 1250.2 g mol⁻¹
E = -240848.592 eV
relative energy (zero: lowest compared OMol25 entry of this formula, charge and spin) = 293.4 kJ/mol

Results of the Mulliken charge analysis, in e, for atoms 1 through 6: C -0.794; S 0.536; O -0.693; C -0.216; H 0.305; H 0.361

# 3
Here is a molecular structure, C28H36N4O2P2Tc at a distorted geometry from the Open Molecules 2025 dataset. Energies are from the ωB97M-V functional and the def2-TZVPD basis.

Structure (ORCA input):
```
! wB97M-V def2-TZVPD RIJCOSX def2/J DEFGRID3
* xyz 2 4
Tc 0.18 -5.28 2.17
C -1.08 -5.47 0.34
C -0.05 -4.58 0.04
C -0.19 -3.07 -0.02
C 0.18 -2.37 1.32
C -0.26 -3.13 2.55
C -1.45 -3.82 2.71
C -2.58 -3.87 1.68
C -2.49 -5.09 0.74
C 0.85 -5.56 4.11
H -0.95 -6.50 0.03
H 0.83 -5.00 -0.45
H -1.20 -2.80 -0.32
H 0.48 -2.68 -0.80
H 1.27 -2.26 1.37
H -0.24 -1.35 1.33
H 0.31 -2.91 3.45
H -1.72 -4.12 3.72
H -2.59 -2.94 1.11
H -3.53 -3.91 2.22
H -2.92 -5.96 1.24
H -3.10 -4.91 -0.16
H 0.81 -6.61 4.40
H 0.28 -4.96 4.83
H 1.90 -5.24 4.17
P 0.69 3.38 0.48
P 1.12 1.81 -2.24
N -0.73 3.56 1.47
N 1.69 4.70 1.00
N -0.44 1.30 -2.79
N 2.11 1.64 -3.68
C 0.03 4.09 -1.09
C 0.89 3.64 -2.28
C -1.40 2.43 1.95
C -2.63 2.83 2.44
C -2.71 4.25 2.26
C -1.55 4.67 1.66
C 2.80 4.47 1.81
C 3.36 5.69 2.14
C 2.57 6.70 1.51
C 1.56 6.08 0.82
C -0.96 0.06 -2.42
C -2.16 -0.12 -3.05
C -2.41 1.05 -3.84
C -1.35 1.90 -3.66
C 1.80 1.92 -5.00
C 2.97 1.93 -5.72
C 4.04 1.66 -4.82
C 3.49 1.49 -3.57
H 0.02 5.18 -0.98
H -1.00 3.77 -1.25
H 0.42 3.89 -3.24
H 1.86 4.15 -2.24
H -0.94 1.46 1.90
H -3.36 2.19 2.90
H -3.53 4.89 2.56
H -1.22 5.65 1.36
H 3.08 3.46 2.07
H 4.23 5.84 2.75
H 2.73 7.77 1.56
H 0.76 6.49 0.22
H -0.40 -0.57 -1.74
H -2.81 -0.98 -2.96
H -3.27 1.24 -4.46
H -1.16 2.88 -4.08
H 0.77 2.07 -5.31
H 3.05 2.10 -6.79
H 5.09 1.59 -5.06
H 3.93 1.27 -2.61
O 0.15 -8.26 2.09
C -0.98 -7.80 2.59
O -1.17 -6.50 2.71
H -1.75 -8.49 2.90
*
```

E_LUMO (spin up / spin down) = -6.753 / -9.258 eV
frontier orbital gap (spin up / spin down) = 5.50 / 2.99 eV
molecular weight = 620.6 g mol⁻¹
⟨S²⟩ = 3.786
E = -60431.427 eV
relative energy (zero: lowest compared OMol25 entry of this formula, charge and spin) = 0.0 kJ/mol

Results of the Mulliken charge analysis, in e, for atoms 1 through 6: Tc 0.328; C -0.512; C -0.767; C -0.586; C -0.297; C -0.643